(1)
C5H11NO2S | wB97M-V/def2-TZVPD

XYZ file:
```
20
C5H11NO2S | OMol25 | wB97M-V/def2-TZVPD
C 1.7616 -2.9777 -1.5772
H 1.6412 -2.8179 -2.6625
H 2.6063 -2.3610 -1.3386
H 1.7931 -3.9278 -1.2903
S 0.6001 -1.9841 -0.9039
C 0.6968 -0.4965 -1.5377
C 0.7800 0.4778 -0.3739
H 0.7963 1.6770 -1.0909
H 1.5837 0.5054 0.0162
C -0.5165 0.6753 0.4471
N -1.9944 0.7903 -0.3456
H -2.2015 -0.0084 -0.8434
H -1.5443 1.6751 -0.9625
H -0.6960 -0.3522 0.9216
C -0.3293 1.7664 1.4303
O 0.6859 1.8296 2.0978
O -1.4104 2.2774 1.9906
H -2.1905 1.8247 1.3390
H -0.3417 -0.1457 -2.2919
H 1.4666 -0.5398 -2.1163
```

Values from the calculation:
**Energy above the lowest of the compared OMol25 structures with the same formula, charge and spin**: 153.2 kcal/mol
**Total charge**: 0
**Orbital gap**: 8.83 eV
**Max |F|**: 15.79 eV/Å
**Highest occupied orbital energy**: -8.4 eV

Here are the Löwdin charges for atoms 1 to 6, given in e: -0.41 0.06 0.04 0.00 0.87 -0.61

---

(2)
C5H11NO2S2 | wB97M-V/def2-TZVPD

XYZ file:
```
21
C5H11NO2S2 | OMol25 | wB97M-V/def2-TZVPD
C 2.6874 -2.0175 0.5710
C 2.5668 -0.7036 0.7117
C -1.1841 2.2079 0.7642
C -2.1221 -1.1684 -1.4673
C -1.1754 1.0063 0.0018
N 0.0732 -0.0050 0.8096
O 0.9843 -0.6920 -1.3809
O 1.6953 1.4601 -0.6013
S -2.6146 -0.0226 -0.0985
S 1.3440 0.1174 -0.2313
H 3.3243 -2.6227 1.2143
H 1.9966 -2.4771 -0.2096
H 2.8176 0.0402 1.5298
H -1.8045 3.0268 0.3740
H -1.5918 2.0875 1.7738
H -0.1197 2.5014 0.8539
H -2.6911 -2.1268 -1.1396
H -1.0997 -1.2210 -1.7165
H -2.7103 -0.9511 -2.3811
H -0.6968 1.0100 -1.0091
H 0.3205 0.5500 1.6313
```

Values from the calculation:
**Energy above the lowest of the compared OMol25 structures with the same formula, charge and spin**: 58.2 kcal/mol
**Total charge**: 0
**Orbital gap**: 9.32 eV
**SMILES**: C=CS(=O)(=O)N[C@H](C)SC
**Max |F|**: 5.04 eV/Å
**Highest occupied orbital energy**: -8.8 eV

Here are the Löwdin charges for atoms 1 to 6, given in e: 0.01 -0.25 -0.16 -0.36 -0.64 -0.13

---

(3)
C5H11NO3 | wB97M-V/def2-TZVPD

XYZ file:
```
20
C5H11NO3 | OMol25 | wB97M-V/def2-TZVPD
C -0.2731 1.7292 1.5801
C 0.2713 -1.7170 -0.5073
C -0.8768 0.2232 -1.1998
C 1.4503 0.4042 -0.7273
C -0.0438 0.1316 1.0805
N 0.1816 -0.2790 -0.2929
O 0.4772 1.9419 2.5188
O -1.0264 2.3988 0.9029
O -1.5724 -0.6315 1.5296
H -0.4111 -2.2304 0.2577
H 0.2037 -1.9810 -1.5715
H 1.2050 -2.2798 -0.1641
H -1.0271 1.3371 -0.8791
H -0.5121 0.1946 -2.2887
H -1.7654 -0.3479 -1.2493
H 1.4552 1.4322 -0.4955
H 2.3268 -0.1983 -0.3398
H 1.5991 0.1892 -1.7149
H 0.5089 -0.4121 1.8073
H -2.1709 0.0952 1.7533
```

Values from the calculation:
**Energy above the lowest of the compared OMol25 structures with the same formula, charge and spin**: 102.9 kcal/mol
**Total charge**: 0
**Orbital gap**: 9.10 eV
**SMILES**: C[N+](C)(C)[C@H](O)C(=O)[O-]
**Max |F|**: 6.10 eV/Å
**Highest occupied orbital energy**: -8.9 eV

Here are the Löwdin charges for atoms 1 to 6, given in e: -0.70 -0.04 -0.01 0.04 -0.04 -0.36

---

(4)
C5H11NO4 | wB97M-V/def2-TZVPD

XYZ file:
```
21
C5H11NO4 | OMol25 | wB97M-V/def2-TZVPD
C -1.8851 -0.7927 0.7474
C -1.0128 0.3098 0.2130
C -0.8279 -0.0317 -1.3008
C -1.7027 1.6467 0.1900
O 0.0694 0.4410 1.1618
C 1.2833 -0.2198 0.5917
O 1.5064 0.1050 -0.6516
O 4.2831 -1.7934 -0.9589
N 4.6681 -0.6878 -0.6235
O 4.9656 -0.0533 0.3781
H -2.0302 -0.5984 1.8182
H -2.8408 -0.7727 0.2146
H -1.3930 -1.7653 0.6156
H -0.1383 0.6208 -1.8380
H -0.5321 -1.0735 -1.5046
H -1.8042 0.0684 -1.8061
H -1.0280 2.3697 -0.3011
H -2.6613 1.5939 -0.3471
H -1.8458 1.9477 1.2302
H 1.9484 -0.0214 1.4642
H 0.9780 -1.2929 0.7071
```

Values from the calculation:
**Energy above the lowest of the compared OMol25 structures with the same formula, charge and spin**: 187.5 kcal/mol
**Total charge**: 0
**Orbital gap (spin up / spin down)**: 7.70 / 8.42 eV
**Max |F|**: 3.81 eV/Å
**Highest occupied orbital energy (spin up / spin down)**: -10.0 / -10.0 eV

Here are the Löwdin charges for atoms 1 to 6, given in e: -0.04 -0.65 -0.07 -0.04 -0.11 -0.30

---

Please write out number 3 again, unchanged.
C5H11NO3 | wB97M-V/def2-TZVPD

XYZ file:
```
20
C5H11NO3 | OMol25 | wB97M-V/def2-TZVPD
C -0.2731 1.7292 1.5801
C 0.2713 -1.7170 -0.5073
C -0.8768 0.2232 -1.1998
C 1.4503 0.4042 -0.7273
C -0.0438 0.1316 1.0805
N 0.1816 -0.2790 -0.2929
O 0.4772 1.9419 2.5188
O -1.0264 2.3988 0.9029
O -1.5724 -0.6315 1.5296
H -0.4111 -2.2304 0.2577
H 0.2037 -1.9810 -1.5715
H 1.2050 -2.2798 -0.1641
H -1.0271 1.3371 -0.8791
H -0.5121 0.1946 -2.2887
H -1.7654 -0.3479 -1.2493
H 1.4552 1.4322 -0.4955
H 2.3268 -0.1983 -0.3398
H 1.5991 0.1892 -1.7149
H 0.5089 -0.4121 1.8073
H -2.1709 0.0952 1.7533
```

Values from the calculation:
**Energy above the lowest of the compared OMol25 structures with the same formula, charge and spin**: 102.9 kcal/mol
**Total charge**: 0
**Orbital gap**: 9.10 eV
**SMILES**: C[N+](C)(C)[C@H](O)C(=O)[O-]
**Max |F|**: 6.10 eV/Å
**Highest occupied orbital energy**: -8.9 eV

Here are the Löwdin charges for atoms 1 to 6, given in e: -0.70 -0.04 -0.01 0.04 -0.04 -0.36

---

The lowest max |F| belongs to which entry? C5H11NO4

---

Look up the energy above the lowest of the compared OMol25 structures with the same formula, charge and spin of the third one. 102.9 kcal/mol